{
  "formula": "C42H39Cl2Ge2N4O4ReS3Sb",
  "method": "ωB97M-V/def2-TZVPD",
  "elements": ["Re", "O", "C", "C", "C", "C", "C", "C", "C", "O", "N", "N", "C", "C", "C", "C", "C", "C", "N", "H", "H", "H", "H", "H", "H", "H", "H", "H", "H", "S", "Sb", "S", "S", "Cl", "C", "C", "C", "C", "C", "Cl", "C", "N", "C", "C", "C", "C", "C", "C", "C", "C", "O", "O", "H", "H", "H", "H", "H", "H", "H", "H", "H", "H", "C", "Ge", "C", "C", "Ge", "C", "C", "C", "C", "C", "C", "C", "C", "C", "C", "C", "C", "H", "H", "H", "H", "H", "H", "H", "H", "H", "H", "H", "H", "H", "H", "H", "H", "H", "H", "H"],
  "xyz": [[0.134, -0.004, -0.017], [-3.205, -3.708, -2.246], [-4.048, -2.835, -1.667], [-5.413, -3.019, -1.903], [-6.342, -2.181, -1.327], [-5.942, -1.135, -0.495], [-4.598, -0.930, -0.286], [-3.631, -1.755, -0.872], [-2.214, -1.452, -0.662], [-1.894, -0.248, -0.267], [-1.336, -2.404, -0.912], [-0.085, -1.957, -0.616], [0.936, -2.735, -0.586], [2.169, -2.103, -0.112], [3.329, -2.809, 0.151], [4.415, -2.141, 0.692], [4.321, -0.781, 0.945], [3.147, -0.121, 0.640], [2.094, -0.764, 0.121], [-2.293, -3.502, -1.950], [-5.706, -3.839, -2.544], [-7.394, -2.344, -1.519], [-6.672, -0.492, -0.025], [-4.269, -0.130, 0.362], [0.861, -3.788, -0.827], [3.355, -3.872, -0.044], [5.325, -2.678, 0.918], [5.141, -0.227, 1.379], [3.014, 0.939, 0.810], [-3.860, 2.242, 2.817], [-2.802, 2.640, 0.937], [-0.546, 3.057, 1.700], [0.526, 2.354, 0.042], [1.557, 0.150, 7.448], [2.682, 0.748, 6.260], [4.025, 0.560, 6.550], [5.012, 1.012, 5.695], [4.631, 1.668, 4.535], [3.294, 1.847, 4.252], [2.887, 2.708, 2.790], [2.252, 1.393, 5.089], [0.956, 1.647, 4.726], [-0.232, 1.057, 5.263], [-1.086, 1.857, 6.003], [-2.269, 1.342, 6.509], [-2.601, 0.020, 6.261], [-1.754, -0.774, 5.502], [-0.563, -0.271, 4.996], [0.323, -1.144, 4.140], [0.089, -0.861, 2.675], [-0.595, -1.615, 1.970], [0.613, 0.198, 2.182], [4.280, 0.052, 7.469], [6.056, 0.867, 5.932], [5.367, 2.057, 3.845], [0.852, 1.933, 3.759], [-0.806, 2.887, 6.178], [-2.928, 1.973, 7.089], [-3.523, -0.393, 6.648], [-2.020, -1.803, 5.291], [0.102, -2.194, 4.320], [1.374, -0.941, 4.359], [-1.837, 1.718, -5.322], [-1.774, 1.871, -3.364], [-1.529, 3.753, -2.867], [-3.567, 1.310, -2.824], [0.115, 0.567, -2.529], [1.750, 1.496, -3.135], [1.695, 2.412, -4.187], [2.847, 2.992, -4.700], [4.086, 2.669, -4.169], [4.163, 1.771, -3.116], [3.006, 1.197, -2.609], [0.130, -1.102, -3.590], [1.321, -1.807, -3.782], [1.345, -2.993, -4.501], [0.169, -3.507, -5.033], [-1.025, -2.828, -4.842], [-1.038, -1.636, -4.129], [-2.581, 2.425, -5.694], [-2.143, 0.713, -5.608], [-0.887, 1.929, -5.807], [-2.474, 4.175, -2.522], [-1.188, 4.331, -3.726], [-0.789, 3.853, -2.075], [-4.251, 2.115, -3.099], [-3.666, 1.115, -1.760], [-3.865, 0.411, -3.365], [0.740, 2.687, -4.614], [2.776, 3.698, -5.518], [4.985, 3.118, -4.570], [5.126, 1.516, -2.692], [3.090, 0.500, -1.786], [2.248, -1.420, -3.370], [2.281, -3.515, -4.655], [0.184, -4.432, -5.594], [-1.948, -3.231, -5.238], [-1.985, -1.128, -3.977]],
  "atomic_forces_ev_per_a": [[-0.415, 0.737, 0.812], [-0.111, 0.052, -0.015], [0.046, -0.109, -0.078], [0.052, -0.022, -0.031], [0.007, 0.039, 0.036], [-0.001, -0.054, -0.062], [0.010, 0.003, 0.038], [-0.017, 0.104, 0.026], [-0.289, 0.017, -0.056], [0.235, -0.099, 0.129], [0.263, 0.239, 0.186], [-0.045, -0.382, -0.035], [0.143, 0.158, 0.003], [-0.171, -0.031, -0.180], [0.025, 0.010, 0.005], [0.000, -0.032, -0.034], [-0.016, 0.057, -0.015], [0.003, -0.031, 0.047], [0.146, -0.269, -0.092], [-0.002, -0.016, 0.011], [-0.023, -0.017, 0.006], [-0.022, -0.015, -0.002], [-0.011, 0.015, 0.018], [0.031, 0.051, 0.033], [0.035, 0.007, -0.024], [0.028, -0.023, -0.014], [0.003, -0.008, 0.010], [0.014, 0.007, -0.007], [-0.010, -0.024, 0.042], [-0.130, 0.007, 0.207], [0.206, -0.038, -0.279], [0.114, -0.174, 0.060], [-0.243, 0.107, -0.191], [0.025, 0.019, 0.043], [0.057, -0.088, 0.114], [0.029, -0.006, -0.015], [-0.041, -0.003, -0.015], [0.000, -0.024, 0.018], [0.083, 0.016, -0.089], [0.014, 0.041, 0.085], [-0.057, 0.016, -0.074], [-0.040, 0.106, -0.012], [0.037, -0.004, -0.059], [-0.069, 0.031, 0.016], [0.025, -0.005, -0.018], [0.033, -0.014, -0.027], [-0.016, 0.015, 0.032], [-0.082, -0.004, -0.155], [0.054, 0.075, 0.110], [-0.239, -0.048, -0.016], [0.035, -0.236, 0.090], [0.006, 0.011, -0.427], [-0.003, -0.002, 0.016], [0.016, 0.000, 0.004], [0.010, 0.020, -0.010], [-0.011, -0.023, 0.072], [0.017, 0.017, 0.014], [-0.021, 0.017, 0.008], [-0.026, -0.008, 0.009], [-0.007, -0.020, 0.004], [0.034, 0.017, 0.041], [-0.009, -0.103, 0.020], [0.024, 0.020, -0.037], [0.007, 0.022, 0.009], [0.063, 0.081, 0.014], [-0.040, -0.076, 0.041], [0.256, -0.191, -0.402], [0.010, 0.031, 0.020], [-0.004, 0.016, 0.086], [-0.006, 0.011, -0.011], [0.021, 0.017, -0.006], [-0.012, -0.013, 0.005], [-0.024, 0.000, 0.014], [0.079, -0.011, 0.011], [-0.021, 0.020, -0.005], [-0.015, -0.015, 0.009], [0.016, 0.009, -0.004], [0.000, -0.006, 0.033], [-0.021, -0.036, 0.061], [-0.017, 0.006, -0.027], [-0.007, -0.023, -0.021], [0.028, 0.008, -0.018], [-0.020, 0.011, -0.010], [-0.004, 0.016, -0.020], [-0.006, 0.028, 0.029], [-0.041, -0.007, -0.001], [0.013, 0.020, 0.017], [-0.021, -0.032, 0.030], [-0.017, 0.011, -0.032], [-0.012, 0.014, -0.008], [0.012, 0.012, -0.003], [0.016, -0.006, 0.022], [0.022, -0.027, -0.042], [0.033, 0.039, -0.052], [0.022, -0.014, 0.008], [0.002, -0.026, -0.013], [-0.027, 0.001, -0.014], [-0.017, 0.010, -0.015]],
  "multiplicity": 4,
  "homo_lumo_gap_ev": [6.476, 5.993],
  "total_charge": 0,
  "energy_ha": -8731.293245,
  "e_homo_ev": [-7.87, -7.96],
  "de_lowest_kj_mol": 138.24
}